Entry 1:
Computed, not measured: a 7-piece molecular cluster, C38H51F9N5O18Si overall in a non-equilibrium geometry, with the ωB97M-V functional and the def2-TZVPD basis.

Each line ends with the Mulliken charge.
CARTESIAN COORDINATES (ANGSTROEM)
C: -2.5933 3.3303 5.3624  -0.64
C: -2.7673 3.5824 3.7297  0.42
F: -4.2153 3.9783 3.5571  -0.35
C: -2.5037 2.1640 2.8815  -0.17
N: -1.0979 1.6447 2.9896  0.63
C: -0.0063 2.7047 3.2602  -1.01
C: -0.6422 0.3654 2.8838  0.15
N: 0.7217 -0.2749 3.0160  -0.58
C: 0.7546 -1.7846 2.8534  -0.18
C: 1.9792 -2.8695 2.9622  1.15
F: 1.4696 -4.2069 2.5858  -0.30
F: 2.4591 -2.9305 4.3823  -0.30
C: 3.2267 -2.3138 2.0583  -0.98
C: 3.3384 -2.9471 0.5514  -0.27
Si: 2.8577 -1.7542 -0.8805  0.01
C: 0.9648 -1.7494 -1.2341  -0.19
C: 3.7476 -2.4276 -2.4921  -0.06
C: 3.4307 0.0691 -0.6581  0.58
C: 2.2771 1.2540 -0.7446  0.11
C: 2.6614 2.8715 -0.5796  -0.42
C: 4.2309 3.3761 -0.3362  -0.49
C: 5.3638 2.1786 -0.2487  -0.47
C: 4.9776 0.5626 -0.4225  -0.23
N: -0.7209 -2.0310 2.5795  -0.64
N: -1.4759 -0.8380 2.5757  1.37
C: -2.9167 -1.0988 2.2580  -1.02
C: -3.1700 -0.5731 0.7076  0.46
C: -4.5247 0.3292 0.5148  -0.64
N: -4.3169 1.2038 -0.7376  -0.61
H: -1.5268 3.6716 5.7518  0.21
H: -3.4861 3.7561 5.9878  0.37
H: -2.5999 2.1438 5.4899  -0.14
H: -2.1464 4.4843 3.3205  0.32
H: -2.8349 2.3871 1.7666  -0.21
H: -3.3368 1.4288 3.3192  -0.02
H: 0.0519 2.9954 4.4105  0.21
H: -0.2126 3.6878 2.6165  0.30
H: 1.0654 2.3406 2.9329  0.39
H: 3.1312 -1.1276 1.9941  0.40
H: 4.2257 -2.5186 2.6443  0.38
H: 4.4887 -3.2223 0.3921  0.29
H: 2.7455 -3.9460 0.3840  0.26
H: 0.3956 -1.3408 -0.2774  -0.26
H: 0.7218 -1.0217 -2.1188  0.03
H: 0.5527 -2.8135 -1.5552  0.35
H: 3.5728 -1.7181 -3.4286  0.29
H: 4.9308 -2.4648 -2.3549  -0.28
H: 3.3680 -3.5201 -2.7873  -0.02
H: 1.1229 1.0237 -0.9428  -0.10
H: 1.8115 3.6955 -0.6275  0.30
H: 4.4810 4.5173 -0.1989  0.30
H: 6.4834 2.5170 -0.0674  0.27
H: 5.8169 -0.2737 -0.3739  0.23
H: -1.0350 -3.0175 2.4256  0.27
H: -3.6987 -0.7011 3.0313  0.22
H: -3.0761 -2.2809 2.2140  0.46
H: -3.2971 -1.5346 0.0119  0.28
H: -2.2203 -0.0054 0.2635  -0.17
H: -4.8180 0.9769 1.4565  0.25
H: -5.3881 -0.4340 0.2040  0.34
H: -3.4771 1.8016 -0.5432  0.26
H: -4.0402 0.5431 -1.5209  0.26
C: -2.4142 0.1171 8.7097  -0.45
C: -2.7066 -1.3309 8.5110  0.29
O: -3.1927 -1.3905 7.1892  -0.29
C: -2.5826 -0.3594 6.5402  0.46
O: -2.5337 -0.2479 5.3265  -0.50
O: -2.0248 0.5316 7.4156  -0.26
F: -3.6877 -1.7435 9.3446  -0.28
H: -3.2944 0.6879 9.0240  0.30
H: -1.6113 0.2839 9.4329  0.26
H: -1.8327 -1.9832 8.6117  0.29
C: 9.1569 -3.1477 -4.3112  -0.46
C: 7.8238 -3.2004 -4.9759  0.28
O: 6.9163 -3.0768 -3.9045  -0.18
C: 7.5756 -2.3434 -2.9642  0.57
O: 7.0332 -1.7975 -2.0178  -0.49
O: 8.9192 -2.2874 -3.2152  -0.34
F: 7.6259 -4.4009 -5.5653  -0.28
H: 9.4847 -4.1250 -3.9411  0.28
H: 9.9327 -2.7426 -4.9666  0.27
H: 7.6509 -2.3966 -5.6994  0.29
C: 2.8263 -6.8220 -1.6966  -0.46
C: 3.1272 -7.9281 -2.6493  0.31
O: 2.4679 -7.5336 -3.8311  -0.33
C: 2.4612 -6.1715 -3.7955  0.53
O: 2.2280 -5.4628 -4.7605  -0.53
O: 2.7555 -5.6954 -2.5472  -0.17
F: 2.5829 -9.0909 -2.2258  -0.29
H: 1.8662 -6.9521 -1.1860  0.28
H: 3.6096 -6.6965 -0.9441  0.30
H: 4.1944 -8.0679 -2.8521  0.29
C: -2.1588 2.7213 -4.2900  -0.45
C: -0.9447 2.7611 -3.4263  0.32
O: -1.2130 1.7949 -2.4357  -0.05
C: -2.0226 0.8815 -3.0416  0.35
O: -2.2454 -0.2340 -2.6014  -0.56
O: -2.5492 1.3653 -4.2078  -0.31
F: -0.8204 3.9652 -2.8242  -0.31
H: -2.9681 3.3554 -3.9126  0.28
H: -1.9435 3.0054 -5.3236  0.28
H: -0.0151 2.5066 -3.9466  0.35
C: -6.0142 7.9611 3.5217  -0.45
C: -6.3066 6.5131 3.3230  0.69
O: -6.7927 6.4535 2.0012  -0.30
C: -6.1826 7.4846 1.3522  0.65
O: -6.1337 7.5961 0.1385  -0.53
O: -5.6248 8.3756 2.2276  -0.30
F: -7.2877 6.1005 4.1566  -0.30
H: -6.8944 8.5319 3.8360  0.29
H: -5.2113 8.1279 4.2449  0.28
H: -5.4327 5.8608 3.4237  -0.02
C: -3.0292 -0.2197 -7.8908  -0.47
C: -2.0700 -0.6579 -8.9443  0.31
O: -0.9568 0.1840 -8.7472  -0.31
C: -0.9687 0.4820 -7.4176  0.61
O: -0.0209 0.9568 -6.8142  -0.53
O: -2.1707 0.1766 -6.8402  -0.16
F: -2.5687 -0.4226 -10.1786  -0.29
H: -3.6396 0.6345 -8.2025  0.29
H: -3.6932 -1.0273 -7.5710  0.28
H: -1.7592 -1.7048 -8.8609  0.28

Summary:
LUMO level = -3.2 eV
Net charge = +1
Kohn-Sham gap = 6.918 eV
E_HOMO = -10.161 eV
Strongest force on any atom = 8.80 eV/Å

***

Entry 2:
Computed, not measured: C15H13AuN5O3S2 as an isolated structure, with the ωB97M-V functional and the def2-TZVPD basis.

Each line ends with the Löwdin spin population.
CARTESIAN COORDINATES (ANGSTROEM)
Au: -0.0708 -0.1735 0.2193  0.01
O: -0.5891 1.5352 3.0219  0.00
N: 0.3209 0.9239 3.6751  0.00
C: 1.0111 1.6015 4.6342  0.00
C: 1.9714 1.0195 5.4238  0.00
C: 2.2621 -0.3284 5.2311  0.00
C: 1.5849 -1.0033 4.2442  0.00
C: 0.6070 -0.4041 3.4335  0.00
S: -0.2406 -1.3243 2.2420  0.00
H: 0.7087 2.6347 4.7089  0.00
H: 2.4757 1.6189 6.1697  0.00
H: 3.0165 -0.8299 5.8243  0.00
H: 1.7993 -2.0421 4.0332  0.00
N: -2.8232 -2.7601 -7.7505  0.00
C: -1.8392 -2.6496 -6.7313  0.00
C: -2.1266 -3.0413 -5.4279  0.00
C: -1.1570 -2.9529 -4.4407  0.00
C: 0.1057 -2.4693 -4.7401  0.00
C: 0.3970 -2.0799 -6.0369  0.00
C: -0.5656 -2.1775 -7.0293  0.00
S: 1.3317 -2.3672 -3.4381  0.00
O: 2.5679 -2.0064 -4.1080  0.00
O: 1.3066 -3.6936 -2.8414  0.00
N: 0.7887 -1.3611 -2.3767  0.00
C: 0.5597 -0.0451 -2.7033  0.04
N: 0.1240 0.7075 -1.6309  0.20
C: -0.1229 2.0640 -1.8668  0.25
C: 0.0390 2.5933 -3.1252  0.05
C: 0.4630 1.7630 -4.1494  0.28
N: 0.7298 0.4176 -3.9199  0.14
H: -3.7582 -2.6858 -7.3767  0.00
H: -2.6959 -2.0632 -8.4700  0.00
H: -3.1207 -3.4068 -5.1865  0.00
H: -1.3760 -3.2421 -3.4203  0.00
H: 1.3777 -1.6706 -6.2361  0.00
H: -0.3400 -1.8593 -8.0434  0.00
H: -0.4477 2.6450 -1.0165  0.02
H: -0.1546 3.6469 -3.2994  -0.01
H: 0.6156 2.1238 -5.1595  0.03

Summary:
LUMO level (alpha / beta) = 4.6 / 4.6 eV
Net charge = -2
Expectation value of S² = 0.767
Kohn-Sham gap (alpha / beta) = 3.138 / 6.132 eV
ΔE to the lowest compared entry with this formula, charge and spin = 0.0000 eV
Spin multiplicity = 2
E_HOMO (alpha / beta) = 1.482 / -1.513 eV
Strongest force on any atom = 0.36 eV/Å

***

Entry 3:
Computed, not measured: an isolated ion of composition C32H26F3N2 and charge +1 in a non-equilibrium geometry, with the ωB97M-V functional and the def2-TZVPD basis.

Each line ends with the Mulliken charge.
CARTESIAN COORDINATES (ANGSTROEM)
N: -5.9424 -4.8398 -0.7037  -0.46
C: -5.0948 -4.1221 -1.0671  -0.18
C: -3.9873 -3.2042 -1.3309  0.44
C: -2.7735 -3.6460 -1.8788  -0.93
C: -1.6218 -2.8423 -1.7811  -0.29
C: -1.5977 -1.7111 -0.9488  0.25
C: -0.3895 -1.0126 -0.3392  0.62
C: 0.8317 -1.2238 -1.2181  -0.36
C: 1.3702 -2.5702 -1.3443  0.09
C: 0.9296 -3.5252 -0.4000  -0.06
C: 1.6606 -4.6697 -0.1080  -1.07
C: 2.7795 -4.9831 -0.8943  -0.51
C: 3.1407 -4.1445 -1.9604  -0.88
C: 2.3956 -3.0020 -2.2443  -0.30
N: 1.4406 -0.2122 -1.8852  0.33
C: 0.7797 1.0333 -2.2685  -0.52
C: 1.8667 1.8747 -2.9936  -0.64
C: 3.2193 1.3165 -2.5340  -0.60
C: 2.9202 -0.0663 -1.9213  -0.44
C: -0.4665 -1.0681 1.3592  0.80
C: -1.7414 -0.7694 2.1398  -0.44
C: -2.7416 -1.7710 2.2440  -0.75
C: -4.0507 -1.4459 2.6108  -0.48
C: -4.3808 -0.1486 3.0084  -0.76
C: -3.3374 0.7532 3.1372  0.15
F: -3.6123 2.0262 3.5731  -0.32
C: -2.0145 0.4337 2.8188  -0.47
C: 0.7837 -0.4355 1.9532  0.20
C: 0.8985 0.9535 2.0082  -0.78
C: 2.0995 1.5374 2.3791  0.05
F: 2.1750 2.9082 2.3227  -0.33
C: 3.2220 0.8135 2.7639  -0.96
C: 3.0632 -0.5745 2.7420  0.36
F: 4.1554 -1.3347 3.0953  -0.34
C: 1.8840 -1.2141 2.3719  -0.49
C: -2.8663 -1.1149 -0.7634  -0.27
C: -4.0254 -1.8886 -0.8238  -0.78
H: -2.7070 -4.6584 -2.3013  0.44
H: -0.7341 -3.1284 -2.3396  0.68
H: -0.5886 0.0990 -0.2921  0.61
H: 0.0186 -3.3077 0.1490  0.59
H: 1.3575 -5.3047 0.7288  0.49
H: 3.3501 -5.8985 -0.6983  0.43
H: 4.0221 -4.4063 -2.5581  0.45
H: 2.6689 -2.4434 -3.1438  0.79
H: -0.1080 0.8816 -2.8984  0.35
H: 0.4385 1.5658 -1.3696  0.29
H: 1.7564 1.7420 -4.0831  0.33
H: 1.7761 2.9572 -2.7980  0.35
H: 3.9270 1.2461 -3.3687  0.34
H: 3.6807 1.9667 -1.7811  0.32
H: 3.3760 -0.1318 -0.9140  0.22
H: 3.4013 -0.8598 -2.5076  0.22
H: -0.3346 -2.1691 1.5166  0.55
H: -2.5344 -2.8023 1.9370  0.38
H: -4.8413 -2.1966 2.5240  0.46
H: -5.3976 0.1537 3.2304  0.47
H: -1.2563 1.1745 3.0482  0.82
H: 0.0650 1.6126 1.7483  0.70
H: 4.1020 1.2980 3.1418  0.55
H: 1.8332 -2.3153 2.3929  0.48
H: -2.9478 -0.0494 -0.5031  0.35
H: -4.9522 -1.5483 -0.3461  0.48

Summary:
LUMO level = -5.1 eV
Net charge = +1
Kohn-Sham gap = 6.576 eV
ΔE to the lowest compared entry with this formula, charge and spin = 0.0000 eV
E_HOMO = -11.699 eV
Strongest force on any atom = 3.84 eV/Å
SMILES = N#Cc1ccc([C@H](C(c2ccccc2)=[N+]2CCCC2)[C@H](c2cccc(F)c2)c2cc(F)cc(F)c2)cc1

***

Entry 4:
Computed, not measured: C41H55B2Br69FN2O3 as an isolated structure in a non-equilibrium geometry, with the ωB97M-V functional and the def2-TZVPD basis.

Each line ends with the Mulliken charge.
CARTESIAN COORDINATES (ANGSTROEM)
C: -1.4767 3.1836 -0.9572  -0.75
C: -0.8076 2.5426 0.2706  0.79
O: -1.1213 1.4506 0.5479  -0.46
N: 0.2325 3.2341 1.0546  -0.13
C: 1.5422 2.8218 0.4288  -0.61
C: 2.2500 1.7044 1.2457  -0.69
C: 2.1375 0.2994 0.5539  0.41
C: 2.8055 -0.7401 1.5145  -1.09
B: 2.1271 -2.2705 1.4005  0.43
F: 1.4943 -2.3379 0.0513  -0.29
C: 3.3221 -3.3875 1.6323  -0.92
C: 3.1365 -4.5873 0.6316  1.99
C: 3.7539 -5.9125 1.2431  -0.41
O: 3.7252 -4.2418 -0.6094  -0.50
C: 3.3234 -5.1212 -1.6416  -0.81
C: 1.8862 -4.7314 -2.0633  1.18
C: 0.8795 -5.6044 -1.6323  -0.29
C: -0.4328 -5.3086 -1.9257  -0.59
C: -0.7658 -4.1648 -2.6351  -1.21
C: 0.2692 -3.3390 -3.0536  -0.71
C: 1.6088 -3.5945 -2.7783  -0.41
B: 0.8722 -2.2676 2.5479  -0.43
O: 0.0410 -1.0930 2.5853  0.01
N: 0.5570 -3.3117 3.5563  0.49
C: 0.4422 -4.6534 2.9596  -0.87
C: -0.8093 -3.0121 4.0765  -0.59
H: -2.0602 4.0581 -0.6281  -0.20
H: -2.1539 2.4830 -1.4572  0.41
H: -0.6788 3.5424 -1.6341  0.23
H: 0.0892 4.2296 0.8748  -0.12
H: 1.2920 2.3905 -0.5649  0.39
H: 2.2022 3.6863 0.2377  0.40
H: 3.3327 1.9167 1.3439  0.24
H: 1.8244 1.6506 2.2591  0.31
H: 1.0658 0.1283 0.3901  -0.14
H: 2.7186 0.3396 -0.3814  0.06
H: 3.8924 -0.7525 1.2919  0.32
H: 2.5984 -0.3792 2.5462  0.13
H: 3.2845 -3.8110 2.6519  -0.14
H: 4.3237 -2.9566 1.4355  0.16
H: 2.0472 -4.7611 0.5815  -0.54
H: 4.7162 -6.1817 0.7790  0.32
H: 3.7911 -5.8106 2.3340  -0.24
H: 3.0275 -6.7250 1.0288  -0.13
H: 4.0118 -4.9609 -2.4934  0.50
H: 3.3837 -6.1928 -1.3806  0.02
H: 1.1194 -6.4975 -1.0513  0.04
H: -1.1941 -5.9961 -1.5421  0.45
H: -1.8038 -3.9204 -2.8323  0.78
H: 0.0366 -2.4418 -3.6251  0.63
H: 2.3955 -2.9160 -3.0951  0.46
H: -0.5522 -1.1108 1.8237  0.16
H: 0.0518 -4.6771 1.9242  0.21
H: 1.4663 -5.0818 2.9438  -0.06
H: -0.1397 -5.3507 3.5879  0.50
H: -0.8312 -2.1274 4.7267  0.33
H: -1.1703 -3.8597 4.7073  0.11
H: -1.5564 -2.9442 3.2444  -0.03
C: 3.5736 1.3909 -4.8675  -0.40
Br: 4.2404 0.3424 -3.3959  0.00
Br: 2.0267 0.5817 -5.6932  -0.01
Br: 3.2271 3.2109 -4.3319  0.06
H: 4.3523 1.4232 -5.6175  0.34
C: -0.5330 7.6690 0.8635  -0.49
Br: -2.0786 6.5313 0.6500  0.06
Br: 0.2971 7.4130 2.5864  -0.03
Br: 0.7418 7.4828 -0.5716  0.08
H: -0.8913 8.6894 0.8313  0.39
C: -5.8089 4.6584 -1.2538  -0.39
Br: -7.3617 3.5393 -1.4940  -0.05
Br: -4.9927 4.3982 0.4744  0.00
Br: -4.5255 4.4236 -2.6755  0.08
H: -6.1482 5.6850 -1.2952  0.36
C: -3.4936 3.8655 -7.0545  -0.35
Br: -2.6266 3.4115 -5.3953  0.00
Br: -4.9406 5.1097 -6.7795  -0.06
Br: -2.2333 4.5142 -8.3655  -0.03
H: -3.9258 2.9562 -7.4505  0.39
C: -2.3904 8.4532 -6.3762  -0.16
Br: -2.4173 7.5306 -4.6868  0.08
Br: -3.8170 9.7435 -6.5163  0.00
Br: -0.6726 9.2465 -6.7414  0.00
H: -2.5648 7.7092 -7.1446  0.13
C: -2.2492 -3.9400 -6.9064  -0.46
Br: -3.8415 -5.0439 -6.9450  -0.06
Br: -1.3580 -4.0098 -5.1809  0.23
Br: -1.0500 -4.3758 -8.3593  -0.01
H: -2.5715 -2.9178 -7.0601  0.38
C: -2.9647 3.2943 4.0898  -0.45
Br: -4.5329 2.1730 3.9058  -0.08
Br: -2.0998 3.0407 5.7999  0.01
Br: -1.7159 3.0516 2.6331  0.39
H: -3.3083 4.3209 4.0563  0.36
C: -3.9632 -6.6276 -10.6888  0.26
Br: -5.1582 -8.1449 -10.6946  -0.03
Br: -2.1735 -7.1241 -11.2032  -0.01
Br: -4.6389 -5.1737 -11.7625  0.00
H: -3.9095 -6.2691 -9.6668  -0.23
C: -3.4946 3.4534 9.3327  0.51
Br: -2.8749 2.4272 10.8464  -0.01
Br: -5.0883 2.6992 8.5562  -0.01
Br: -3.7288 5.3174 9.7795  -0.02
H: -2.7219 3.4059 8.5762  -0.56
C: 0.5829 2.9399 8.8001  0.64
Br: 0.6056 1.8541 10.3908  -0.02
Br: 1.1304 4.7574 9.1670  -0.01
Br: 1.6046 2.1609 7.3707  0.06
H: -0.4453 2.9815 8.4635  -0.67
C: 5.0493 5.7604 8.7236  -0.25
Br: 4.3507 7.1088 7.5327  -0.01
Br: 5.1769 4.0431 7.8613  0.04
Br: 6.7310 6.2978 9.5062  -0.05
H: 4.3405 5.6558 9.5348  0.25
C: -7.9529 -3.6597 -9.1924  -0.30
Br: -6.3970 -2.5471 -9.4560  -0.02
Br: -7.4813 -5.5204 -8.9873  0.00
Br: -9.0411 -3.0321 -7.7276  -0.03
H: -8.5529 -3.5824 -10.0890  0.34
C: 1.6548 -6.3099 -11.9728  -0.09
Br: 1.7342 -7.2199 -10.2742  -0.01
Br: 2.2677 -4.4863 -11.8342  -0.01
Br: 2.5965 -7.2805 -13.3504  -0.04
H: 0.6134 -6.2727 -12.2660  0.11
C: 0.3194 -4.5986 7.5487  -0.31
Br: 0.3317 -5.5795 9.2134  -0.08
Br: 0.9611 -2.7911 7.7787  -0.03
Br: 1.2829 -5.5239 6.1662  0.07
H: -0.7120 -4.5299 7.2278  0.27
C: 3.7044 -5.1180 12.1539  -0.34
Br: 3.0464 -3.8452 10.8674  0.06
Br: 3.7266 -6.9097 11.4363  -0.03
Br: 5.4303 -4.6064 12.8553  -0.05
H: 3.0123 -5.1180 12.9852  0.35
C: -7.4516 9.8267 -9.0094  -0.36
Br: -7.4756 8.7304 -7.4243  0.01
Br: -6.8808 11.6291 -8.6222  -0.02
Br: -6.3925 9.0261 -10.4113  0.02
H: -8.4687 9.8851 -9.3730  0.36
C: 4.5265 7.0858 -2.1242  -0.35
Br: 5.1827 6.0018 -0.6721  0.00
Br: 2.9701 6.2976 -2.9507  -0.04
Br: 4.1997 8.9067 -1.5739  -0.03
H: 5.3034 7.1163 -2.8764  0.36
C: -6.0682 7.9890 8.3014  0.30
Br: -7.8959 7.4602 7.9844  -0.01
Br: -5.1471 8.3991 6.6574  0.01
Br: -5.9534 9.4420 9.5670  -0.02
H: -5.5638 7.1412 8.7447  -0.30
C: -2.8128 9.7882 -10.8762  0.00
Br: -3.4959 11.1493 -12.0616  -0.01
Br: -2.7458 8.0604 -11.7334  0.00
Br: -1.1072 10.2836 -10.1245  -0.03
H: -3.5113 9.7058 -10.0519  0.01
C: 5.6731 -5.2748 5.3383  -0.25
Br: 6.7038 -4.8945 3.7545  0.00
Br: 4.6524 -3.7433 5.9107  0.07
Br: 4.5579 -6.8357 5.1071  -0.12
H: 6.3765 -5.5012 6.1283  0.23
C: 4.0654 -10.1712 -0.0651  -0.37
Br: 4.1206 -10.9574 1.6971  -0.02
Br: 2.6323 -8.8937 -0.2317  0.07
Br: 5.7647 -9.4024 -0.5599  -0.04
H: 3.8627 -10.9714 -0.7637  0.39
C: 9.7076 -2.5850 6.3593  -0.34
Br: 10.8562 -2.7052 4.8129  -0.02
Br: 8.2478 -1.3595 6.0744  0.01
Br: 9.0796 -4.3220 6.9165  -0.02
H: 10.3047 -2.1886 7.1692  0.35
C: -4.7411 -3.8007 2.9282  -0.40
Br: -4.7114 -4.8037 4.5793  -0.05
Br: -4.1035 -2.0007 3.1744  0.07
Br: -3.7818 -4.7084 1.5203  0.00
H: -5.7745 -3.7339 2.6169  0.36

Summary:
LUMO level = 0.5 eV
Net charge = -1
Kohn-Sham gap = 4.712 eV
E_HOMO = -4.168 eV
Strongest force on any atom = 3.12 eV/Å

***

Entry 5:
Computed, not measured: one molecule with the formula C3H3ClN2O in a non-equilibrium geometry, with the ωB97M-V functional and the def2-TZVPD basis.

Each line ends with the Mulliken charge.
CARTESIAN COORDINATES (ANGSTROEM)
O: 0.7386 -0.0605 2.1624  -0.49
C: 0.3156 -0.0875 0.8845  0.55
C: -0.4127 0.9554 0.2452  -0.52
C: -0.5589 0.4308 -0.9980  0.23
Cl: -1.1989 1.0411 -2.4280  -0.19
N: 0.0712 -0.7460 -1.0753  0.30
N: 0.6510 -1.0853 0.0885  -0.86
H: 1.0889 -0.9337 2.3484  0.36
H: -0.8005 1.8459 0.6313  0.42
H: 0.1057 -1.3601 -1.8590  0.21

Summary:
LUMO level = 0.9 eV
Net charge = 0
Kohn-Sham gap = 9.919 eV
ΔE to the lowest compared entry with this formula, charge and spin = 0.3978 eV
E_HOMO = -9.059 eV
Strongest force on any atom = 1.75 eV/Å
SMILES = Oc1cc(Cl)[nH]n1